The following is a quantum chemistry calculation of C20H21N3O4 in the gas phase, from OMol25.

The geometry in XYZ format:
```
48
Properties=species:S:1:pos:R:3:nbo_charge:R:1
C -1.84363 0.01422 -0.38251 -0.316
H -6.48702 0.84582 -0.67505 0.207
H -0.03491 -2.81365 2.05669 0.217
H 0.35406 -3.72526 -0.20602 0.216
H -4.33124 -0.98773 0.47339 0.170
H 4.17591 1.86550 -1.81088 0.233
C 2.94595 -1.55784 -0.05465 -0.048
N 5.69410 0.51452 0.00775 0.229
C 2.22333 2.31564 0.73472 0.713
H -2.72444 3.12389 0.57710 0.227
C -0.47228 0.18299 -0.44615 -0.121
H -6.81531 -1.54695 -1.33413 0.203
O 1.76301 2.79971 1.72885 -0.547
H -8.03535 -1.03688 -0.16718 0.217
O -4.01333 1.02047 0.08938 -0.492
H 4.98426 -1.73383 -0.69617 0.264
C 2.73174 -1.06460 1.22595 -0.181
H -6.67626 -2.03125 0.35667 0.203
C -0.71564 2.47782 0.22408 -0.168
C -2.66438 1.07457 -0.00874 0.325
C 0.80002 -2.46538 1.46779 -0.214
N 1.50724 1.58045 -0.20606 -0.482
C 1.01770 -2.97505 0.19807 -0.209
C 2.07941 -2.51835 -0.56220 -0.206
C -6.97422 -1.22333 -0.30789 -0.606
C 3.65617 2.40129 0.25281 -0.522
C -6.17379 0.03769 -0.01262 -0.408
C 4.11039 -1.09600 -0.89046 -0.301
O 1.90010 0.42756 -2.15652 -0.556
H -6.34769 0.36205 1.01429 0.207
H -4.47283 -0.49906 -1.23782 0.171
H 3.85846 -1.14526 -1.95327 0.236
C -4.67836 -0.19380 -0.20243 -0.059
C 3.75034 1.41227 -0.90547 -0.134
H 4.35512 2.16868 1.05595 0.268
H 3.85341 3.42673 -0.06265 0.253
C 2.28880 1.04096 -1.19933 0.713
C -2.07972 2.30804 0.29272 -0.257
C 1.65866 -1.50843 1.97878 -0.210
H 1.49843 -1.10562 2.96734 0.221
C 0.09619 1.40853 -0.14094 0.065
O 6.42808 -0.42609 0.28866 -0.411
H 2.23903 -2.90511 -1.55793 0.217
H 0.15103 -0.64458 -0.73965 0.228
H -0.28070 3.43508 0.46093 0.231
N 4.54826 0.24621 -0.55794 -0.211
H -2.25619 -0.95154 -0.62548 0.220
H 3.40807 -0.33506 1.64824 0.206
```

- Calculated total energy: -33739.9771 eV
- 2S+1: 1
- ΔE to the lowest compared entry with this formula, charge and spin: 78.2 kcal/mol
- SMILES string: CCCOc1ccc(N2C(=O)C[C@@H](N(Cc3ccccc3)N=O)C2=O)cc1
- HOMO energy: -0.3130 Ha

=====

The following is a quantum chemistry calculation of C20H21N3O4S in the gas phase, from OMol25.

The geometry in XYZ format:
```
49
Properties=species:S:1:pos:R:3:nbo_charge:R:1
H 6.08258 -0.84135 0.74173 0.202
H 1.60638 1.53665 -2.23932 0.247
C -3.40535 -1.77253 -0.29064 0.277
H 3.93463 1.55291 -0.39191 0.221
C -4.35879 0.23237 1.39184 -0.259
H 3.36658 -1.88610 1.69382 0.227
H 0.47674 -0.65160 1.21236 0.238
C -2.92177 -0.15874 -2.02469 -0.155
H 5.08478 -2.05473 -0.06632 0.221
H -2.93814 -3.80903 -0.76972 0.216
C 3.24975 2.24560 1.53969 -0.610
C 1.13134 0.36713 -0.53207 -0.346
H -1.62888 0.65010 1.37934 0.226
H -2.07067 -3.27054 -3.01097 0.222
C -0.29898 2.07353 -1.39361 -0.247
C 5.34587 -1.62628 0.89814 -0.627
O 3.33959 -0.22998 -1.80859 -0.945
H -0.51143 2.84159 -2.12278 0.220
O -4.66135 2.76658 -0.23188 -0.564
C -2.45991 -1.16882 -2.83434 -0.237
H -2.10748 -0.94494 -3.82885 0.221
H -4.71893 0.98286 2.07861 0.244
O -4.88449 -1.52074 2.90686 -0.600
C 4.08470 -1.07594 1.55806 -0.214
C 0.88017 1.35628 -1.46279 -0.166
H 5.78708 -2.39837 1.52314 0.215
H -3.91963 -3.02800 1.24778 0.416
N 3.41106 -0.07411 0.75879 -0.699
H 2.20505 2.30888 1.24590 0.211
H 3.29620 1.93424 2.58005 0.205
C -4.43604 -1.14821 1.84155 0.615
C -0.94039 0.82881 0.56971 -0.195
H 4.31136 -0.63413 2.53245 0.199
C 3.99313 1.24719 0.65546 -0.230
C -2.92503 -2.78818 -1.12182 -0.268
H -2.95168 0.85517 -2.39252 0.217
H 3.70236 3.22950 1.44883 0.211
N -2.44351 2.48994 -0.39353 -0.618
C -1.23359 1.79208 -0.39645 0.164
N -3.90266 -2.05943 0.94927 -0.582
C -3.37564 -0.43368 -0.72870 -0.158
H 5.04884 1.21702 0.93895 0.199
C -3.82518 0.57283 0.19743 -0.046
C 0.23733 0.11128 0.48980 -0.170
C -2.44654 -2.48440 -2.37489 -0.163
O 2.28993 -1.98371 -0.42601 -0.941
C -3.71032 2.02436 -0.15409 0.660
H -2.42136 3.43165 -0.76874 0.416
S 2.63230 -0.60506 -0.61432 2.330
```

- Calculated total energy: -44577.2403 eV
- 2S+1: 1
- ΔE to the lowest compared entry with this formula, charge and spin: 34.1 kcal/mol
- SMILES string: CCN(CC)S(=O)(=O)c1ccc(NC(=O)c2cc(=O)[nH]c3ccccc23)cc1
- HOMO energy: -0.3207 Ha

=====

The following is a quantum chemistry calculation of C20H21N3O6S3 in the gas phase, from OMol25.

The geometry in XYZ format:
```
53
Properties=species:S:1:pos:R:3:nbo_charge:R:1
H -2.44161 3.28521 0.00073 0.210
O -2.00984 2.38020 -1.76057 -0.548
S 2.38568 -0.53481 -1.59632 0.377
O -0.42874 3.20736 1.82580 -0.933
C -4.10891 1.28356 -2.08515 -0.445
S -0.07797 1.82150 1.70447 2.304
C 0.27118 -3.79182 0.62468 -0.186
H -3.28958 -1.71700 2.33297 0.252
H -0.22398 -4.57594 1.17500 0.242
H -2.19936 0.74547 -3.01269 0.175
H -2.55409 0.22108 -0.09779 0.238
C -2.18686 1.16203 0.32070 -0.287
H -0.39642 1.58802 -0.51446 0.409
H 5.83095 -1.30609 -1.31373 0.432
H -0.61032 -1.02515 -1.13361 0.250
S -2.25713 -2.72473 0.44478 2.180
H -4.93515 1.44941 -2.77268 0.221
H -4.58029 3.17915 -1.13980 0.215
C 2.35294 0.57354 1.85098 -0.131
O 6.40300 0.99592 -0.54802 -0.545
C 4.13902 1.01736 0.30790 -0.117
H -2.52247 1.25629 1.35444 0.219
H 1.88380 -0.01445 2.62333 0.245
C 2.22513 2.46177 0.35754 -0.181
C 5.32699 0.47637 -0.42838 0.676
H -4.74638 1.78984 -0.04641 0.220
H -2.87346 2.28219 -3.60165 0.182
C 2.22653 -2.71882 -0.21927 0.186
C 1.40505 -1.74236 -0.83401 -0.241
O -2.77021 -4.06271 0.55519 -0.938
C -2.68902 2.35195 -0.51547 0.077
N 3.56293 -2.46153 -0.29906 -0.460
C 3.60741 0.26710 1.35737 -0.203
C 3.48063 2.15563 -0.14377 -0.186
H 3.92625 2.75574 -0.92180 0.236
O -2.90754 -1.83921 -0.48960 -0.965
C -4.16866 2.20716 -0.86670 -0.425
H 2.27308 -4.52467 0.92777 0.235
N 5.04313 -0.75966 -0.98699 -0.661
H -4.11620 0.23919 -1.77432 0.226
O -0.42772 0.94112 2.78298 -0.955
C 1.65590 1.63536 1.30767 -0.333
H -1.88041 -2.69846 2.78584 0.244
H 1.67039 3.31490 -0.00016 0.243
C 0.02932 -1.77323 -0.69924 -0.173
C -2.26390 -1.96510 2.08861 -0.868
H -1.64747 -1.07298 2.08109 0.263
C -2.75825 1.64128 -2.72123 -0.073
N -0.72742 1.12299 0.32551 -0.871
H 4.15663 -0.57488 1.75148 0.236
C -0.50771 -2.79145 0.05510 -0.331
C 3.80805 -1.36181 -0.90223 0.286
C 1.64307 -3.77187 0.48319 -0.220
```

- Calculated total energy: -70341.5719 eV
- 2S+1: 1
- ΔE to the lowest compared entry with this formula, charge and spin: 3.8 kcal/mol
- SMILES string: CS(=O)(=O)c1ccc2nc(NC(=O)c3ccc(S(=O)(=O)NC[C@@H]4CCCO4)cc3)sc2c1
- HOMO energy: -0.3460 Ha

=====

The following is a quantum chemistry calculation of C20H21N5O3S in the gas phase, from OMol25.

The geometry in XYZ format:
```
50
Properties=species:S:1:pos:R:3:nbo_charge:R:1
H 1.16291 -3.30883 4.57241 0.221
S -0.12509 3.34837 -3.99899 0.248
H 1.34891 5.88457 -3.83884 0.224
H -2.22248 2.32197 -3.55714 0.264
H 0.03232 -6.24292 -0.54450 0.178
O 1.27797 -6.18382 1.11599 -0.522
H 1.06065 -7.46846 3.20023 0.182
H 0.75306 6.17096 -5.48325 0.212
H 0.04931 -1.80397 0.72962 0.229
C 1.04200 -4.93107 1.61931 0.297
H 1.31742 -7.46769 -0.40781 0.201
C -0.61004 2.22580 2.48444 0.658
H 2.23554 -7.41967 4.53761 0.188
H -0.88210 1.13301 -3.68363 0.234
H 0.96862 0.87577 0.66744 0.218
C 1.07355 -6.41711 -0.25524 -0.251
C 0.34949 -1.08384 3.30463 0.046
C -1.21138 2.07299 -3.24223 -0.521
C -0.01524 1.38992 -1.15492 -0.244
H 2.75735 -7.02800 2.88057 0.182
O -0.86003 3.23397 3.11523 -0.592
C 1.00221 -3.44459 3.51390 -0.213
H 0.45613 -4.01651 -0.22585 0.220
H 1.73367 -5.80048 -0.87355 0.177
H 0.70124 7.48463 -4.28289 0.221
H -2.73553 3.37200 -1.43417 0.246
C 1.93769 -6.95404 3.59806 -0.239
C 0.14717 1.40879 0.21656 -0.101
C -1.15149 4.72957 -3.79001 0.165
C 0.38417 -2.61314 1.35756 -0.184
C 0.57730 -2.38411 2.71853 -0.105
H 0.49525 -0.99038 4.38794 0.156
N -2.40849 4.73369 -3.43130 -0.340
H -0.10546 1.20560 4.17093 0.376
N 0.00218 -0.09042 2.58752 -0.224
C -0.74103 2.12924 1.00969 -0.174
C 0.61473 -3.86557 0.82975 -0.299
N -0.19270 1.10453 3.15415 -0.432
H 0.68225 0.83879 -1.77022 0.207
C -1.81577 6.76138 -3.75489 0.139
O 1.65269 -5.61423 3.93158 -0.497
H -1.83706 7.82847 -3.82954 0.204
C -1.93844 2.81423 -0.96578 -0.220
C 1.24042 -4.71212 2.99794 0.248
N -2.81575 6.01156 -3.40951 -0.272
C 0.59697 6.41105 -4.42893 -0.408
C -1.06289 2.07869 -1.75776 -0.025
N -0.71194 6.00358 -4.01157 -0.366
C -1.77152 2.84518 0.40462 -0.146
H -2.43874 3.42266 1.02631 0.232
```

- Calculated total energy: -45507.2004 eV
- 2S+1: 1
- ΔE to the lowest compared entry with this formula, charge and spin: 106.4 kcal/mol
- SMILES string: COc1ccc(/C=N/NC(=O)c2ccc(CSc3nncn3C)cc2)cc1OC
- HOMO energy: -0.2905 Ha